Entry 1:
A 27-piece molecular cluster, C6H68NO28 overall, computed with wB97M-V/def2-TZVPD.

Cartesian coordinates (Å):
C (1.04127, 2.89129, 0.74835)
O (1.49247, 2.05793, 1.73741)
C (0.89126, 0.83847, 1.89403)
C (1.32763, -0.03724, 0.69248)
N (1.07240, -1.50819, 0.80703)
H (1.77909, -1.97255, 0.01466)
H (1.27900, -1.95763, 1.71052)
C (-0.29191, -2.00576, 0.62270)
C (-0.81004, -1.43459, -0.68604)
O (-1.95605, -2.24940, -1.04757)
C (-2.46033, -1.90703, -2.35314)
H (1.72344, 2.80661, -0.21291)
H (1.17154, 4.16466, 0.94671)
H (-0.00208, 2.81295, 0.49772)
H (-0.17395, 1.11840, 1.71132)
H (1.05485, 0.34791, 2.97205)
H (2.33830, 0.27475, 0.61454)
H (1.18954, 0.46080, -0.36108)
H (-0.91352, -1.72807, 1.31865)
H (-0.09894, -3.07246, 0.67183)
H (-0.24934, -1.62289, -1.62138)
H (-1.05342, -0.37650, -0.67924)
H (-1.73388, -2.01327, -3.11361)
H (-2.93806, -1.03229, -2.33350)
H (-3.21558, -2.45227, -2.64505)
O (-2.06804, 2.88725, 3.40096)
H (-2.55633, 2.74901, 4.40953)
H (-2.34422, 1.97771, 2.81156)
O (1.03259, -0.68278, -3.74759)
H (1.57772, -1.01894, -4.40308)
H (0.15099, -0.58348, -4.13787)
O (-5.39031, -0.41465, -2.42289)
H (-4.79667, -0.16437, -1.69026)
H (-6.17947, 0.19865, -2.52054)
O (2.85077, 0.90122, 5.50425)
H (1.98529, 1.15148, 5.28166)
H (2.97698, 0.39162, 6.28058)
O (0.31720, 1.81349, 5.38418)
H (0.24767, 1.77745, 6.36283)
H (-0.58244, 1.62185, 5.16329)
O (-1.19318, 2.36705, -1.89099)
H (-1.62245, 3.20698, -1.51522)
H (-1.98902, 1.83871, -1.73021)
O (4.98944, 0.80587, 1.14202)
H (4.74245, 1.71365, 1.34738)
H (4.65176, 0.80866, 0.19493)
O (2.42829, -3.42211, 2.11939)
H (3.45311, -3.62037, 2.02137)
H (2.31520, -3.45748, 3.03754)
O (-3.06734, 0.47608, 1.96507)
H (-2.44961, -0.02978, 2.45048)
H (-3.95689, 0.61691, 2.47803)
O (2.41868, 4.54012, 3.02030)
H (2.17646, 3.62743, 2.78615)
H (2.95897, 4.85274, 2.28062)
O (-2.18344, -0.92071, 4.16549)
H (-1.18075, -0.85462, 4.10351)
H (-2.26015, -0.74665, 5.07570)
O (3.15162, 5.51414, -0.63179)
H (3.88230, 5.87964, -1.13642)
H (2.27720, 5.64737, -0.93904)
O (-3.83798, 0.98032, -0.87901)
H (-4.57620, 1.57369, -0.62193)
H (-3.64827, 0.66863, 0.10778)
O (-1.47084, 0.22969, -4.41941)
H (-2.38282, 0.65102, -4.28739)
H (-1.64652, -0.53054, -4.88029)
O (0.40590, 5.53803, -1.44694)
H (0.27410, 6.31841, -1.80984)
H (0.19603, 5.07487, -2.19215)
O (2.52396, -2.75740, -1.02778)
H (2.27037, -3.50911, -1.40797)
H (3.37043, -2.47719, -1.36410)
O (2.84271, -1.69337, 4.36215)
H (3.27309, -2.09491, 5.32898)
H (2.96360, -0.72380, 4.23728)
O (-5.50754, -2.77136, -4.27162)
H (-4.78146, -2.89202, -4.90945)
H (-5.30212, -1.89464, -3.90226)
O (3.80912, 1.26904, -1.57059)
H (2.89923, 1.51403, -1.93258)
H (3.94177, 0.24802, -1.82883)
O (-3.38603, -4.34581, 0.14042)
H (-4.16457, -4.56878, -0.34908)
H (-2.75252, -3.85555, -0.47001)
O (-4.97610, -5.10145, -2.34186)
H (-5.44907, -4.67010, -2.96312)
H (-4.14142, -5.17781, -2.67450)
O (4.65171, 3.41203, 0.74459)
H (5.31150, 3.64820, 1.32077)
H (3.94907, 4.20418, 0.56210)
O (0.24268, -1.97177, 3.80085)
H (1.06409, -1.64811, 4.17007)
H (-0.01735, -2.79029, 4.12208)
O (-0.31493, -2.60942, -5.89193)
H (0.13468, -3.06264, -5.09409)
H (-0.85617, -3.24299, -6.40473)
O (1.37899, 1.91674, -2.58379)
H (0.59884, 2.12568, -2.02290)
H (1.20506, 1.37607, -3.26191)
O (1.56369, -3.51226, -3.77581)
H (1.48302, -4.04368, -2.88247)
H (1.63019, -2.65639, -3.35610)

Gap between HOMO and LUMO ... 9.27 eV
Energy ... -2430.331871 a.u.
Energy above the lowest of the compared OMol25 structures with the same formula, charge and spin ... 21.3 kcal/mol
Charge ... +1

=====

Entry 2:
C6H6BF3O3 as an isolated structure, computed with wB97M-V/def2-TZVPD.

Cartesian coordinates (Å):
B (-2.36713, 0.35597, 0.11261)
C (1.79505, 1.17509, -0.63498)
C (2.06588, 0.86098, 0.70433)
C (0.96882, 0.38807, -1.39669)
C (1.53030, -0.16003, 1.32391)
C (0.14358, -0.60809, -0.76204)
C (0.77797, -1.20579, 0.54882)
O (-2.93390, -0.76927, -0.29022)
O (-3.09547, 1.44065, 0.45102)
O (-0.95131, 0.51578, 0.21582)
F (-0.57232, -1.44489, -1.47015)
F (1.67321, -2.33835, 0.19834)
F (-0.25208, -1.88581, 1.14467)
H (2.40436, 1.86730, -1.22595)
H (2.69964, 1.50374, 1.22991)
H (0.82053, 0.61547, -2.47748)
H (1.71233, -0.32551, 2.32767)
H (-2.35743, -1.51641, -0.50497)
H (-4.06204, 1.53108, 0.50539)

Gap between HOMO and LUMO ... 8.46 eV
Energy ... -782.450153 a.u.
Energy above the lowest of the compared OMol25 structures with the same formula, charge and spin ... 54.7 kcal/mol

=====

Entry 3:
One molecule with the formula C6H6BrI, computed with wB97M-V/def2-TZVPD.

Cartesian coordinates (Å):
C (-0.51297, -0.49822, -1.32994)
C (0.38159, 0.66715, 1.24221)
C (-1.51745, 0.05087, -0.74733)
C (-0.95490, 0.65196, 1.15585)
C (0.73169, -0.95254, -0.59262)
C (1.33412, 0.07315, 0.27945)
Br (-3.03936, 0.77845, -1.55708)
I (-2.39885, 1.18389, 2.36282)
H (-0.70073, -0.62592, -2.39412)
H (0.61396, 1.20237, 2.19729)
H (0.40693, -1.75723, 0.10606)
H (1.55720, -1.36921, -1.22755)
H (1.89123, 0.98297, -0.30132)
H (2.20752, -0.38769, 0.80628)

Gap between HOMO and LUMO ... 9.28 eV
Energy ... -3103.795390 a.u.
Energy above the lowest of the compared OMol25 structures with the same formula, charge and spin ... 11.2 kcal/mol

=====

Entry 4:
A 2-piece molecular cluster, C6H6BrN3 overall, computed with wB97M-V/def2-TZVPD.

Cartesian coordinates (Å):
C (2.50441, 1.39688, -0.48023)
C (-1.82506, 0.11980, 1.42787)
C (1.54186, -0.74363, 0.26577)
C (1.38926, 0.75213, 0.10834)
C (-0.56376, -0.23949, -1.16817)
C (-2.30410, -0.61052, 0.32355)
N (3.47256, 1.85210, -0.87447)
N (-1.32907, 0.76473, 2.21079)
N (0.67650, -0.13231, -0.67685)
Br (-3.87496, 0.12210, -0.57811)
H (2.27793, -1.31477, -0.22834)
H (1.17207, -1.23972, 1.31576)
H (0.87462, 1.39594, 1.00175)
H (-0.72497, -1.22815, -1.75619)
H (-0.96198, 0.83394, -1.49032)
H (-2.32532, -1.72904, 0.59885)

Gap between HOMO and LUMO (spin up / spin down) ... 8.32 / 8.32 eV
Energy ... -2970.317858 a.u.
Energy above the lowest of the compared OMol25 structures with the same formula, charge and spin ... 101.1 kcal/mol

=====

Entry 5:
C6H6BrNRuSe4 as an isolated structure, computed with wB97M-V/def2-TZVPD.

Cartesian coordinates (Å):
Ru (-0.15751, 2.66657, 0.35779)
Se (-1.12084, 2.98812, -1.76354)
Se (-1.53670, 4.69714, -0.25914)
Se (0.01123, 4.28143, 2.25210)
Se (1.87045, 3.49770, 1.12751)
C (1.49709, -2.46737, -1.27091)
C (0.47252, -1.58419, -0.51084)
C (-0.71876, -2.08284, 0.10161)
C (-1.53575, -1.22004, 0.76041)
C (-1.07827, 0.07195, 0.93533)
Br (-1.95989, 1.26950, 2.13395)
N (-0.03028, 0.65281, 0.32936)
C (0.75548, -0.24736, -0.38658)
H (1.15498, -3.49411, -1.28104)
H (2.37644, -2.55301, -0.63136)
H (1.70353, -2.07006, -2.24615)
H (-0.87746, -3.13085, 0.06707)
H (-2.49053, -1.47449, 1.08919)
H (1.66426, 0.19911, -0.80476)

Gap between HOMO and LUMO (spin up / spin down) ... 7.10 / 6.11 eV
Energy ... -12560.958449 a.u.
2S+1 ... 5
<S²> ... 6.04
Charge ... +2

=====

Entry 6:
One molecule with the formula C6H6Cl2, computed with wB97M-V/def2-TZVPD.

Cartesian coordinates (Å):
Cl (-0.43035, -2.86692, 0.52420)
C (-0.25377, -1.28823, 1.11289)
C (-1.59153, -0.33349, 0.92474)
C (-1.49021, 0.64215, 0.17037)
C (-0.65684, 1.46562, -0.66988)
C (0.34016, 0.28056, -0.94838)
C (0.73693, -0.49345, 0.24907)
Cl (1.62138, 0.70271, 1.37672)
H (0.19559, -1.35319, 2.18531)
H (-0.96745, 1.93699, -1.61195)
H (-0.07650, 2.16698, -0.04566)
H (-0.09489, -0.43868, -1.82320)
H (1.15155, 0.76456, -1.46920)
H (1.51592, -1.18562, 0.02497)

Gap between HOMO and LUMO ... 9.96 eV
SMILES ... Cl[C@@H]1C#CCC[C@H]1Cl
Energy ... -1152.460286 a.u.
Energy above the lowest of the compared OMol25 structures with the same formula, charge and spin ... 82.7 kcal/mol

=====

Entry 7:
One molecule with the formula C6H6ClF, computed with wB97M-V/def2-TZVPD.

Cartesian coordinates (Å):
C (0.51476, 2.17858, -0.12679)
C (0.39553, 0.80600, -0.08411)
C (1.25077, -0.34558, -0.59895)
C (0.70867, -1.47240, -0.10849)
C (-0.67661, -1.30568, 0.54779)
C (-0.95977, 0.13201, 0.30914)
F (-1.62221, 0.68497, 1.33568)
Cl (-2.00511, 0.05209, -1.13322)
H (1.55037, 2.51124, -0.65535)
H (-0.26101, 2.88376, -0.02787)
H (2.09891, -0.20777, -1.21398)
H (1.14047, -2.46534, -0.16120)
H (-0.55853, -1.45053, 1.59341)
H (-1.57623, -2.00136, 0.32392)

Gap between HOMO and LUMO ... 9.65 eV
SMILES ... C=C1C=CC[C@]1(F)Cl
Energy ... -792.214192 a.u.
Energy above the lowest of the compared OMol25 structures with the same formula, charge and spin ... 21.1 kcal/mol

=====

Entry 8:
A 2-piece molecular cluster, C6H6ClFO2S overall, computed with wB97M-V/def2-TZVPD.

Cartesian coordinates (Å):
C (-1.27108, -0.52929, 1.11931)
C (-1.15610, -1.44113, 0.01894)
C (-1.16687, 0.81944, 0.92433)
C (-0.60385, -1.01440, -1.18065)
C (-0.39731, 1.27358, -0.23550)
C (-0.02943, 0.23026, -1.19627)
O (3.40271, -0.73370, -0.69277)
O (1.63588, -1.21126, 0.90093)
F (0.41866, 0.82216, -2.27660)
S (2.13278, -0.36257, -0.10393)
Cl (2.52179, 1.59711, 0.93958)
H (-1.59107, -0.71644, 2.12556)
H (-1.65093, -2.35356, 0.33970)
H (-1.46495, 1.40354, 1.70638)
H (-0.54323, -1.68351, -1.98578)
H (-0.75020, 2.20744, -0.65139)
H (0.51319, 1.69232, 0.24816)

Gap between HOMO and LUMO (spin up / spin down) ... 7.23 / 5.90 eV
Energy ... -1340.776247 a.u.
Energy above the lowest of the compared OMol25 structures with the same formula, charge and spin ... 0.0 kcal/mol
2S+1 ... 3
<S²> ... 2.03

=====

Entry 9:
C6H6CsLiO2 as an isolated structure, computed with wB97M-V/def2-TZVPD.

Cartesian coordinates (Å):
C (-0.18846, -1.72858, 1.74557)
C (0.98941, -1.09739, 1.76074)
C (1.21108, 0.38184, 1.91140)
H (-0.24433, -2.80562, 1.58585)
H (-1.13482, -1.20074, 1.90203)
H (1.90239, -1.67802, 1.60719)
H (1.80962, 0.57631, 2.81557)
C (-0.05453, 1.16998, 2.03508)
O (-0.75432, 1.49371, 2.92243)
O (1.65945, -0.36506, -1.17872)
C (2.27965, 0.63155, -0.58918)
C (2.08599, 1.09554, 0.66520)
Cs (-1.33787, -0.16927, -1.88994)
Li (2.55999, -1.58344, -2.13941)
H (2.59323, 2.01132, 0.96955)
H (3.03043, 1.18398, -1.18352)

Gap between HOMO and LUMO (spin up / spin down) ... 5.80 / 6.90 eV
Energy ... -410.098706 a.u.
2S+1 ... 2
<S²> ... 0.75
Charge ... +1

=====

Entry 10:
A 2-piece molecular cluster, C6H6F3N3 overall, computed with wB97M-V/def2-TZVPD.

Cartesian coordinates (Å):
C (-0.62745, 1.14630, 2.62535)
C (-0.96286, 1.73443, 1.41322)
C (-0.00270, -0.09099, 2.53895)
C (0.01020, 0.03897, 0.27452)
C (0.91233, -1.81098, -1.03610)
C (-0.05485, 0.35324, -2.68444)
N (-0.65001, 1.19768, 0.25013)
N (0.29948, -0.66199, 1.39365)
N (0.54116, -0.45251, -0.84248)
F (0.12796, 1.64376, -2.66051)
F (0.73454, -0.24276, -3.54474)
F (-1.30891, 0.01907, -2.86713)
H (-0.85836, 1.60460, 3.57157)
H (-1.51095, 2.66506, 1.36889)
H (0.26561, -0.66086, 3.41903)
H (0.04748, -2.48254, -1.08700)
H (1.50362, -1.89444, -1.94652)
H (1.53371, -2.10605, -0.18640)

Gap between HOMO and LUMO (spin up / spin down) ... 3.91 / 6.29 eV
Energy ... -695.891306 a.u.
2S+1 ... 3
<S²> ... 2.02

=====

Entry 11:
One molecule with the formula C6H6F3NO2, computed with wB97M-V/def2-TZVPD.

Cartesian coordinates (Å):
H (-3.32856, -0.10303, -0.70889)
N (-2.32795, -0.44960, -0.69691)
C (-1.49334, -0.01379, 0.06233)
C (-1.64955, 1.15808, 1.06963)
F (-1.53929, 2.28586, 0.23328)
F (-2.77742, 1.14943, 1.72963)
F (-0.64631, 1.20843, 1.92444)
C (-0.01598, -0.71704, -0.12264)
O (-0.13730, -1.44615, -1.20758)
C (1.06339, -1.49972, 0.76876)
C (2.16182, -1.71633, 1.19742)
O (0.54283, 0.58905, -0.28348)
C (1.85503, 0.68585, -0.94123)
H (-1.10179, -1.27205, -1.49173)
H (2.92546, -2.01927, 1.75453)
H (2.43951, -0.07870, -0.60594)
H (2.23501, 1.63392, -0.64687)
H (1.79446, 0.60505, -2.03477)

Gap between HOMO and LUMO ... 10.94 eV
SMILES ... [H]/N=C(\C(F)(F)F)[C@](O)(C#C)OC
Energy ... -736.907212 a.u.
Energy above the lowest of the compared OMol25 structures with the same formula, charge and spin ... 100.0 kcal/mol

=====

Entry 12:
C6H6F5MnOTe as an isolated structure, computed with wB97M-V/def2-TZVPD.

Cartesian coordinates (Å):
Mn (0.34291, 0.21893, -0.13766)
C (0.00811, 0.67900, 2.24967)
C (0.27412, -0.68359, 2.15221)
C (-0.57065, -1.49947, 1.40323)
C (-1.63835, -0.93890, 0.69921)
C (-1.87752, 0.42792, 0.76580)
C (-1.06662, 1.23679, 1.55239)
H (0.62384, 1.30817, 2.87806)
H (1.09687, -1.10898, 2.71034)
H (-0.39564, -2.56660, 1.37482)
H (-2.28949, -1.57160, 0.11158)
H (-2.72160, 0.85610, 0.24164)
H (-1.29267, 2.28922, 1.65627)
F (1.70281, 1.71025, -3.69214)
Te (1.52420, 0.29717, -2.56250)
F (3.03827, -0.60991, -3.00117)
F (-0.34536, 0.71715, -2.03324)
F (0.68214, -0.59058, -3.91328)
F (0.93967, -1.24027, -1.46187)
O (1.96498, 1.06921, -0.99333)

Gap between HOMO and LUMO (spin up / spin down) ... 9.91 / 9.80 eV
Energy ... -2225.511824 a.u.
Energy above the lowest of the compared OMol25 structures with the same formula, charge and spin ... 0.0 kcal/mol
2S+1 ... 2
<S²> ... 1.21
Charge ... +1

=====

Entry 13:
A 2-piece molecular cluster, C6H6F5N3Si overall, computed with wB97M-V/def2-TZVPD.

Cartesian coordinates (Å):
F (-2.58823, -1.24327, 2.52153)
C (-2.01951, -0.39146, 1.69927)
C (-2.01108, -0.63818, 0.34608)
C (-1.25072, 0.21983, -0.50588)
F (-1.18175, 0.07189, -1.84638)
C (-0.66801, 1.38950, 0.01027)
F (-0.22260, 2.40265, -0.76928)
C (-0.68696, 1.59931, 1.36898)
F (-0.17301, 2.73528, 1.88015)
C (-1.36709, 0.73971, 2.21199)
F (-1.60881, 1.10238, 3.42402)
H (-2.76915, -1.35793, 0.06313)
N (1.76238, -0.81778, 0.77301)
Si (1.76110, -0.82373, -0.84630)
N (2.29197, 0.42689, -1.86112)
N (1.21902, -2.05040, -1.86934)
H (2.17942, -0.04413, 1.39796)
H (2.29193, 1.37411, -1.48628)
H (2.67002, 0.47598, -2.75979)
H (0.40284, -2.52230, -1.56897)
H (1.96828, -2.64837, -2.18305)

Gap between HOMO and LUMO ... 9.10 eV
SMILES ... Fc1cc(F)c(F)c(F)c1F.N=[Si](N)N
Energy ... -1185.315854 a.u.
Energy above the lowest of the compared OMol25 structures with the same formula, charge and spin ... 48.4 kcal/mol